{"formula": "C5H5Cl15", "method": "ωB97M-V with the def2-TZVPD basis set", "lumo_ev": 0.147, "total_energy_ha": -7096.33599, "e_above_lowest_kj_mol": 107.5, "total_charge": 0, "molar_mass_da": 596.89, "e_homo_ev": -11.17, "species": ["Cl", "C", "Cl", "Cl", "H", "Cl", "C", "Cl", "Cl", "H", "Cl", "C", "Cl", "Cl", "H", "Cl", "C", "Cl", "Cl", "H", "Cl", "C", "Cl", "Cl", "H"], "coordinates": [[7.447, -2.428, -6.720], [5.979, -1.478, -6.515], [5.324, -0.987, -8.133], [6.245, 0.023, -5.544], [5.204, -2.046, -6.001], [-1.880, -1.799, 5.228], [-2.402, -3.451, 5.613], [-4.133, -3.783, 5.682], [-1.729, -3.947, 7.201], [-1.890, -4.005, 4.827], [3.584, -0.974, 0.693], [1.945, -1.243, -0.151], [1.021, -2.459, 0.819], [2.295, -1.968, -1.765], [1.446, -0.289, -0.320], [-4.782, 0.384, -0.173], [-4.371, 1.420, -1.547], [-5.316, 1.204, -2.996], [-2.630, 1.256, -1.942], [-4.569, 2.429, -1.185], [-2.913, 4.130, 2.487], [-1.360, 4.836, 2.609], [-1.181, 6.421, 1.815], [-0.056, 3.779, 2.329], [-1.279, 4.974, 3.687]]}



{"formula": "C4H12N2O2", "method": "ωB97M-V with the def2-TZVPD basis set", "lumo_ev": -4.051, "total_energy_ha": -419.36179, "e_above_lowest_kj_mol": 752.7, "total_charge": 0, "molar_mass_da": 120.15, "e_homo_ev": -8.39, "species": ["N", "C", "C", "N", "C", "C", "O", "H", "H", "H", "H", "H", "H", "H", "H", "H", "H", "H", "H", "O"], "coordinates": [[-2.461, 0.515, 1.193], [-1.172, 1.029, 0.833], [-0.290, 0.022, 0.153], [1.093, 0.217, 0.509], [1.930, -0.496, -0.385], [3.400, -0.323, 0.009], [-0.571, 0.028, -1.249], [-3.044, 1.221, 1.647], [-1.534, -0.255, -1.399], [-1.231, 1.999, 0.136], [-0.561, 1.303, 1.732], [-0.749, -0.975, 0.520], [1.784, -0.147, -1.411], [1.657, -1.620, -0.414], [3.691, 0.736, 0.001], [4.124, -0.847, -0.667], [3.562, -0.682, 1.028], [-3.606, -1.322, -1.408], [-2.948, 0.092, 0.312], [-3.072, -0.497, -1.139]]}



{"formula": "C31H43BrMgN4O3P2", "method": "ωB97M-V with the def2-TZVPD basis set", "lumo_ev": 0.305, "total_energy_ha": -5108.85272, "e_above_lowest_kj_mol": 50.6, "total_charge": 0, "molar_mass_da": 685.87, "e_homo_ev": -6.63, "species": ["Mg", "C", "C", "C", "P", "C", "C", "C", "C", "C", "C", "C", "C", "C", "N", "C", "C", "C", "C", "C", "C", "P", "C", "C", "C", "C", "C", "C", "H", "H", "H", "H", "H", "H", "H", "H", "H", "H", "H", "H", "H", "H", "H", "H", "H", "H", "H", "H", "H", "H", "H", "H", "H", "H", "H", "H", "H", "H", "H", "H", "H", "H", "H", "H", "Br", "C", "C", "C", "C", "C", "N", "C", "O", "O", "H", "H", "H", "N", "C", "N", "O", "H", "H", "H", "H"], "coordinates": [[0.417, 0.674, -1.105], [1.504, 4.781, 1.677], [1.170, 3.989, 0.412], [2.476, 3.484, -0.213], [0.036, 2.532, 0.560], [-1.689, 3.097, 0.843], [-1.929, 4.329, 1.709], [-2.491, 1.887, 1.336], [0.653, 1.629, 2.006], [0.673, 2.170, 3.294], [1.316, 1.551, 4.349], [2.003, 0.367, 4.086], [1.985, -0.212, 2.836], [1.246, 0.351, 1.762], [1.071, -0.275, 0.555], [1.560, -1.594, 0.417], [2.927, -1.785, 0.186], [3.459, -3.038, -0.066], [2.613, -4.139, -0.107], [1.258, -3.957, 0.124], [0.698, -2.704, 0.402], [-1.123, -2.488, 0.686], [-1.816, -3.899, -0.297], [-1.499, -3.753, -1.781], [-3.333, -3.944, -0.088], [-1.362, -3.123, 2.420], [-0.982, -4.573, 2.711], [-0.676, -2.171, 3.396], [2.191, 5.590, 1.411], [2.009, 4.154, 2.412], [0.635, 5.230, 2.151], [0.670, 4.650, -0.302], [2.976, 2.793, 0.472], [3.153, 4.323, -0.392], [2.326, 2.972, -1.166], [-2.031, 3.335, -0.171], [-1.610, 4.173, 2.741], [-3.000, 4.551, 1.730], [-1.420, 5.210, 1.320], [-2.239, 1.659, 2.373], [-2.291, 0.984, 0.751], [-3.561, 2.099, 1.280], [0.179, 3.118, 3.470], [1.307, 1.988, 5.338], [2.557, -0.119, 4.882], [2.504, -1.147, 2.678], [3.566, -0.909, 0.199], [4.522, -3.152, -0.238], [3.002, -5.127, -0.317], [0.612, -4.824, 0.078], [-1.402, -4.844, 0.066], [-1.959, -2.856, -2.199], [-1.882, -4.619, -2.330], [-0.426, -3.684, -1.973], [-3.789, -3.000, -0.396], [-3.609, -4.127, 0.951], [-3.774, -4.741, -0.692], [-2.443, -3.013, 2.554], [0.040, -4.793, 2.390], [-1.652, -5.287, 2.229], [-1.026, -4.759, 3.788], [0.408, -2.247, 3.310], [-0.944, -2.424, 4.425], [-0.946, -1.126, 3.216], [0.653, 4.593, -3.104], [-0.740, 3.382, -3.548], [-1.774, 3.848, -4.342], [-2.743, 2.937, -4.726], [-2.617, 1.615, -4.341], [-1.556, 1.267, -3.526], [-0.636, 2.148, -3.093], [-1.311, -0.182, -3.147], [-1.441, -1.017, -4.026], [-0.938, -0.382, -1.931], [-1.802, 4.882, -4.652], [-3.571, 3.258, -5.345], [-3.306, 0.848, -4.668], [3.322, -0.323, -3.957], [2.248, -0.465, -3.146], [1.546, -1.607, -3.212], [1.946, 0.454, -2.364], [3.702, -1.099, -4.467], [3.898, 0.485, -3.805], [1.658, -2.218, -4.003], [0.643, -1.640, -2.751]]}



{"formula": "C30H28N2O3S", "method": "ωB97M-V with the def2-TZVPD basis set", "lumo_ev": -0.938, "total_energy_ha": -1892.49964, "e_above_lowest_kj_mol": 2521.8, "total_charge": 0, "molar_mass_da": 496.63, "e_homo_ev": -7.72, "species": ["C", "H", "H", "H", "C", "C", "C", "C", "C", "C", "C", "N", "C", "O", "C", "H", "H", "O", "C", "O", "C", "C", "C", "N", "C", "C", "C", "C", "C", "C", "H", "H", "H", "H", "C", "C", "C", "C", "C", "C", "S", "H", "H", "H", "H", "C", "C", "C", "H", "H", "H", "H", "H", "H", "H", "C", "H", "H", "H", "H", "H", "H", "H", "H"], "coordinates": [[-5.717, -0.385, -3.232], [-5.455, 0.536, -3.859], [-6.647, -0.345, -3.024], [-5.526, -1.240, -4.030], [-4.802, -0.673, -2.276], [-5.065, 0.467, -1.005], [-5.974, 1.493, -1.024], [-6.049, 2.569, -0.295], [-5.340, 2.453, 0.890], [-4.350, 1.334, 1.147], [-4.333, 0.640, 0.150], [-3.462, -0.538, 0.137], [-3.280, -1.720, 1.124], [-4.037, -1.515, 2.216], [-2.148, -2.550, 0.935], [-2.194, -3.245, 2.041], [-2.229, -3.254, 0.180], [-0.908, -1.929, 1.142], [-0.306, -1.283, -0.153], [-1.033, -1.413, -1.024], [0.868, -0.736, 0.019], [1.952, -1.376, 0.274], [3.302, -0.663, 0.370], [3.284, 0.572, 0.674], [2.221, 1.426, 0.276], [2.388, 2.664, 0.759], [1.181, 3.221, 0.788], [-0.051, 2.991, 0.526], [-0.280, 1.451, 0.433], [0.979, 0.632, 0.379], [-1.159, 1.156, 0.088], [-1.003, 3.425, 0.445], [1.267, 4.505, 1.006], [3.255, 2.941, 0.923], [4.523, -1.585, 0.350], [5.839, -0.806, 0.220], [6.321, 0.299, -0.290], [7.621, 0.543, -0.150], [7.889, 1.899, -0.726], [6.680, 2.767, -0.593], [5.467, 1.692, -0.066], [6.585, 3.763, -0.650], [8.790, 2.170, -0.972], [8.314, -0.398, -0.378], [6.501, -1.671, 0.164], [4.563, -3.068, 0.540], [3.449, -3.656, -0.380], [2.140, -3.107, -0.029], [1.300, -3.108, -0.944], [1.525, -3.339, 0.920], [3.353, -4.588, -0.422], [3.667, -3.219, -1.492], [5.553, -3.442, 0.308], [4.142, -3.286, 1.675], [-2.681, -0.886, -0.472], [-3.532, 1.385, 2.616], [-2.558, 0.987, 2.116], [-3.689, 2.234, 3.007], [-3.935, 0.593, 3.067], [-5.248, 3.147, 2.065], [-6.654, 3.298, -0.377], [-6.418, 1.725, -1.998], [-4.914, -1.473, -1.726], [-3.945, -0.481, -2.384]]}



{"formula": "C18H54O9", "method": "ωB97M-V with the def2-TZVPD basis set", "lumo_ev": 0.452, "total_energy_ha": -1395.24810, "e_above_lowest_kj_mol": 311.7, "total_charge": 0, "molar_mass_da": 414.62, "e_homo_ev": -9.35, "species": ["C", "C", "O", "H", "H", "H", "H", "H", "H", "C", "C", "O", "H", "H", "H", "H", "H", "H", "C", "C", "O", "H", "H", "H", "H", "H", "H", "C", "C", "O", "H", "H", "H", "H", "H", "H", "C", "C", "O", "H", "H", "H", "H", "H", "H", "C", "C", "O", "H", "H", "H", "H", "H", "H", "C", "C", "O", "H", "H", "H", "H", "H", "H", "C", "C", "O", "H", "H", "H", "H", "H", "H", "C", "C", "O", "H", "H", "H", "H", "H", "H"], "coordinates": [[-1.205, 6.819, -0.719], [0.048, 6.132, -1.197], [-0.204, 4.781, -1.556], [-1.578, 6.309, 0.165], [-1.964, 6.872, -1.495], [-0.961, 7.848, -0.438], [0.849, 6.190, -0.451], [0.403, 6.661, -2.092], [0.489, 4.193, -1.216], [2.652, -2.691, -5.213], [1.485, -2.196, -4.373], [1.732, -2.399, -3.024], [3.556, -2.105, -5.051], [2.405, -2.630, -6.274], [2.816, -3.739, -4.953], [0.584, -2.686, -4.774], [1.323, -1.133, -4.614], [0.950, -2.054, -2.570], [0.344, -5.111, 1.919], [-0.693, -5.907, 2.697], [-1.902, -6.090, 1.966], [0.139, -4.048, 1.950], [0.443, -5.522, 0.912], [1.334, -5.318, 2.347], [-0.910, -5.435, 3.652], [-0.270, -6.896, 2.923], [-1.730, -6.597, 1.171], [-1.386, 1.553, -3.593], [-0.039, 1.017, -3.105], [-0.175, -0.256, -2.487], [-1.746, 0.881, -4.372], [-1.253, 2.569, -3.963], [-2.096, 1.561, -2.768], [0.387, 1.707, -2.364], [0.672, 0.984, -3.935], [-0.118, -0.112, -1.531], [1.911, -0.625, 5.167], [0.873, -1.616, 4.770], [1.357, -2.557, 3.837], [2.580, -0.370, 4.347], [2.523, -0.980, 6.002], [1.468, 0.315, 5.516], [0.021, -1.102, 4.316], [0.433, -2.098, 5.650], [1.717, -3.306, 4.320], [-3.026, 3.804, 0.816], [-2.039, 4.366, 1.805], [-2.326, 3.723, 3.099], [-2.999, 2.712, 0.816], [-2.820, 4.134, -0.204], [-4.049, 4.067, 1.088], [-2.188, 5.438, 1.945], [-0.997, 4.137, 1.562], [-2.003, 4.282, 3.810], [-1.167, -1.129, 0.659], [-0.380, 0.040, 1.231], [0.036, 0.873, 0.135], [-2.124, -0.730, 0.312], [-1.340, -1.908, 1.396], [-0.636, -1.539, -0.202], [0.484, -0.367, 1.773], [-1.015, 0.626, 1.892], [0.347, 1.712, 0.491], [-2.064, -3.849, -2.282], [-1.744, -4.717, -1.080], [-0.765, -5.689, -1.500], [-1.202, -3.211, -2.476], [-2.919, -3.208, -2.072], [-2.207, -4.480, -3.158], [-2.608, -5.054, -0.510], [-1.181, -4.075, -0.391], [-1.083, -6.568, -1.272], [3.058, 2.378, 1.617], [3.140, 3.349, 0.464], [1.955, 3.243, -0.351], [3.020, 1.367, 1.197], [2.119, 2.477, 2.169], [3.909, 2.448, 2.289], [4.038, 3.141, -0.124], [3.249, 4.389, 0.785], [2.268, 3.001, -1.230]]}